a.
Below is a molecular structure, C3H3Br2Cl, with properties calculated with wB97M-V/def2-TZVPD.

Each line ends with the Löwdin charge.
CARTESIAN COORDINATES (ANGSTROEM)
C 0.51 0.11 0.03  -0.330
C -0.58 -0.90 -0.19  -0.644
C 0.80 -0.52 -1.28  -1.220
Cl -0.53 -2.53 0.38  0.602
Br 2.38 -1.71 -1.49  0.586
Br 0.47 0.51 -2.83  0.672
H 0.17 1.12 0.00  0.081
H 1.28 -0.02 0.94  0.162
H -1.60 -0.72 -0.57  0.090

Summary:
Total charge = 0
Gap between HOMO and LUMO = 9.31 eV
E_HOMO = -9.11 eV

***

b.
Below is a single C3H3Br2Cl molecule, with properties calculated with wB97M-V/def2-TZVPD.

Each line ends with the Löwdin charge.
CARTESIAN COORDINATES (ANGSTROEM)
C -1.24 0.15 -0.11  -0.225
C -0.05 -0.54 0.41  -0.682
Br 0.18 -2.42 0.32  0.665
C 1.49 0.37 -0.06  -1.227
Cl 2.92 -0.54 0.08  0.550
Br 1.42 2.16 0.24  0.719
H -1.09 0.43 -1.14  0.078
H -2.02 -0.59 -0.15  0.058
H -1.62 0.98 0.42  0.063

Summary:
Total charge = 0
Gap between HOMO and LUMO (spin up / spin down) = 7.89 / 8.09 eV
E_HOMO (spin up / spin down) = -8.31 / -8.53 eV

***

We find a to be the most stable, with the next structure 43.5 kcal/mol higher.

***

a.
Below is a single C2H3IO molecule, with properties calculated with wB97M-V/def2-TZVPD.

Each line ends with the Löwdin charge.
CARTESIAN COORDINATES (ANGSTROEM)
C 0.43 -0.30 0.54  -0.147
C -0.17 0.46 -0.55  -0.639
O -0.03 1.94 -0.65  -0.198
I -1.65 -0.52 -1.90  0.728
H -0.28 -0.81 1.20  0.096
H 0.90 0.46 1.14  0.093
H 0.80 -1.22 0.21  0.068

Summary:
Total charge = 0
Gap between HOMO and LUMO = 9.29 eV
E_HOMO = -10.01 eV

***

b.
Below is a single C2H3IO molecule, with properties calculated with wB97M-V/def2-TZVPD.

Each line ends with the Löwdin charge.
CARTESIAN COORDINATES (ANGSTROEM)
C -0.07 -0.51 0.42  -0.139
C -0.23 0.61 -0.53  -0.913
O -1.27 1.19 -0.71  0.006
I 1.51 1.03 -1.67  0.808
H 0.35 -1.44 0.10  0.064
H -0.87 -0.67 1.11  0.077
H 0.58 -0.22 1.27  0.097

Summary:
Total charge = 0
Gap between HOMO and LUMO = 10.41 eV
E_HOMO = -9.89 eV

***

We find b to be the most stable, with the next structure 55.0 kcal/mol higher.

***

a.
Below is a molecular structure, C32H27MoN5O4, with properties calculated with wB97M-V/def2-TZVPD.

Each line ends with the Löwdin charge.
CARTESIAN COORDINATES (ANGSTROEM)
Mo 0.84 0.35 0.35  1.653
O -2.83 0.12 1.71  0.020
C -2.89 0.57 3.02  -0.263
C -4.07 0.74 3.71  -0.008
C -4.13 1.46 4.96  -0.015
C -2.91 1.97 5.50  -0.047
C -1.71 1.77 4.79  -0.006
C -1.70 1.07 3.56  -0.092
C -0.46 0.97 2.75  -0.390
O -0.30 0.01 1.89  -0.210
N 0.44 1.91 2.94  0.130
N 1.42 1.82 1.85  -0.085
C 2.43 2.59 1.78  -0.012
C 3.26 2.37 0.57  -0.220
C 4.56 2.79 0.46  -0.012
C 5.40 2.53 -0.61  0.038
C 4.78 1.66 -1.58  0.010
C 3.50 1.18 -1.38  -0.105
N 2.71 1.45 -0.29  -0.048
H -3.62 -0.38 1.37  0.145
H -5.03 0.44 3.27  0.122
H -5.14 1.56 5.35  0.115
H -2.91 2.48 6.47  0.110
H -0.73 2.08 5.16  0.116
H 2.71 3.33 2.53  0.149
H 5.01 3.39 1.24  0.135
H 6.40 2.93 -0.69  0.127
H 5.22 1.37 -2.49  0.103
H 3.05 0.57 -2.12  0.108
O -3.19 2.17 -5.15  -0.025
C -2.21 3.04 -4.70  -0.195
C -1.39 2.32 -3.63  -0.124
C -0.21 2.84 -3.15  0.008
C 0.60 2.18 -2.23  -0.082
N 0.17 1.03 -1.65  -0.022
C -1.00 0.50 -2.11  -0.171
C -1.80 1.12 -3.06  0.085
C -1.41 -0.75 -1.44  -0.155
C -2.52 -1.52 -1.73  0.083
C -2.81 -2.73 -1.01  -0.126
C -3.89 -3.71 -1.33  -0.212
O -4.73 -3.18 -2.30  -0.042
C -1.95 -3.08 0.04  0.022
C -0.98 -2.19 0.39  -0.094
N -0.63 -1.14 -0.38  -0.026
H -3.57 2.55 -5.94  0.109
H -2.68 3.94 -4.27  0.147
H -1.53 3.43 -5.44  0.133
H 0.13 3.84 -3.49  0.149
H 1.52 2.65 -1.82  0.118
H -2.69 0.58 -3.39  0.134
H -3.20 -1.33 -2.54  0.118
H -4.51 -3.87 -0.40  0.157
H -3.52 -4.63 -1.67  0.129
H -5.30 -3.85 -2.71  0.116
H -2.22 -4.00 0.59  0.146
H -0.24 -2.39 1.20  0.135
C 1.86 -0.99 0.56  -0.186
C 2.68 -2.15 0.56  -0.280
C 3.06 -2.85 -0.63  -0.031
C 3.88 -3.94 -0.52  -0.078
C 4.40 -4.35 0.70  -0.057
C 4.05 -3.70 1.86  -0.041
C 3.16 -2.62 1.77  -0.026
H 2.69 -2.55 -1.58  0.106
H 4.16 -4.52 -1.45  0.140
H 5.04 -5.26 0.63  0.136
H 4.46 -4.10 2.79  0.123
H 3.03 -1.92 2.56  0.115

Summary:
Total charge = +2
Gap between HOMO and LUMO = 6.59 eV
E_HOMO = -13.15 eV

***

b.
Below is a molecular structure, C32H27MoN5O4, with properties calculated with wB97M-V/def2-TZVPD.

Each line ends with the Löwdin charge.
CARTESIAN COORDINATES (ANGSTROEM)
Mo 0.07 0.55 -1.14  1.595
O -2.74 3.62 0.82  0.063
C -1.59 4.36 0.90  -0.227
C -1.50 5.19 2.03  0.005
C -0.43 6.08 2.11  -0.051
C 0.48 6.22 1.08  -0.083
C 0.42 5.44 -0.04  -0.014
C -0.57 4.44 -0.10  -0.085
C -0.35 3.32 -1.00  -0.373
O -1.00 2.20 -0.71  -0.214
N 0.64 3.33 -1.89  0.099
N 0.91 2.05 -2.27  -0.167
C 1.74 1.79 -3.22  -0.025
C 2.02 0.39 -3.45  -0.222
C 2.89 -0.19 -4.42  0.038
C 3.01 -1.58 -4.41  -0.022
C 2.34 -2.36 -3.47  -0.016
C 1.52 -1.72 -2.58  -0.116
N 1.33 -0.38 -2.56  -0.067
H -2.73 3.11 0.00  0.086
H -2.23 5.08 2.86  0.136
H -0.32 6.66 3.04  0.126
H 1.25 6.99 1.17  0.121
H 1.19 5.47 -0.81  0.121
H 2.26 2.60 -3.73  0.147
H 3.46 0.47 -5.09  0.136
H 3.69 -2.07 -5.09  0.120
H 2.48 -3.44 -3.37  0.131
H 1.01 -2.29 -1.84  0.100
O 3.30 -2.86 3.98  -0.049
C 4.03 -1.91 3.24  -0.196
C 3.15 -1.40 2.12  -0.128
C 3.66 -0.55 1.15  0.038
C 2.77 -0.06 0.17  -0.063
N 1.46 -0.30 0.18  -0.067
C 0.94 -1.11 1.16  -0.145
C 1.77 -1.75 2.09  0.092
C -0.55 -1.04 1.31  -0.096
C -1.10 -1.03 2.57  0.091
C -2.44 -0.69 2.75  -0.104
C -3.02 -0.71 4.15  -0.172
O -1.96 -1.08 5.02  -0.062
C -3.22 -0.26 1.67  0.054
C -2.64 -0.31 0.44  -0.011
N -1.33 -0.68 0.23  -0.069
H 3.92 -3.36 4.56  0.127
H 4.92 -2.33 2.78  0.137
H 4.35 -1.05 3.85  0.148
H 4.70 -0.23 1.15  0.141
H 3.14 0.55 -0.65  0.120
H 1.32 -2.41 2.81  0.130
H -0.49 -1.19 3.44  0.131
H -3.84 -1.45 4.19  0.157
H -3.40 0.26 4.41  0.140
H -2.33 -1.19 5.93  0.135
H -4.25 0.08 1.76  0.151
H -3.21 -0.01 -0.47  0.168
C -0.98 -0.94 -1.30  -0.265
C -1.72 -2.08 -1.82  -0.261
C -2.05 -2.03 -3.17  -0.039
C -2.70 -3.08 -3.76  -0.045
C -3.05 -4.21 -3.02  -0.036
C -2.84 -4.23 -1.64  -0.049
C -2.20 -3.15 -1.04  -0.024
H -1.80 -1.14 -3.74  0.124
H -2.97 -3.04 -4.79  0.109
H -3.50 -5.06 -3.49  0.112
H -3.13 -5.08 -1.04  0.117
H -1.97 -3.20 0.04  0.117

Summary:
Total charge = +2
Gap between HOMO and LUMO (spin up / spin down) = 6.10 / 6.10 eV
E_HOMO (spin up / spin down) = -13.06 / -13.06 eV

***

We find a to be the most stable, with the next structure 8.7 kcal/mol higher.